DFT (ωB97M-V with the def2-TZVPD basis set) results for a structure of composition C43H46AsClCsF6N4.

The geometry in XYZ format:
```
102
Properties=species:S:1:pos:R:3:lowdin_spin:R:1
Cs -0.008 0.580 -1.495 0.0023
N 2.319 -1.259 -3.365 0.0157
C 2.202 -2.017 -4.504 0.0003
C 3.211 -1.943 -5.473 0.0012
C 3.154 -2.695 -6.633 -0.0001
C 2.082 -3.547 -6.854 0.0011
C 1.071 -3.608 -5.902 -0.0001
C 1.090 -2.865 -4.724 0.0009
C -0.082 -2.921 -3.796 0.0004
C -0.710 -4.156 -3.577 0.0002
C -1.926 -4.217 -2.904 0.0002
C -2.504 -3.036 -2.449 0.0003
C -1.810 -1.837 -2.604 0.0002
C -0.575 -1.710 -3.257 0.0009
H 3.226 -0.885 -3.143 0.0005
H 1.718 -1.515 -2.600 0.0091
H 4.039 -1.263 -5.302 0.0000
H 3.947 -2.605 -7.368 0.0000
H 2.014 -4.131 -7.764 0.0001
H 0.203 -4.231 -6.089 0.0000
H -0.255 -5.075 -3.943 0.0000
H -2.421 -5.172 -2.753 0.0000
H -3.474 -3.058 -1.956 0.0000
H -2.262 -0.938 -2.172 0.0000
N 2.723 1.962 0.287 0.0001
C 3.528 3.090 0.265 0.0000
C 3.922 3.663 1.478 0.0000
C 4.702 4.808 1.522 0.0000
C 5.095 5.409 0.336 0.0000
C 4.712 4.834 -0.871 0.0000
C 3.952 3.668 -0.955 0.0000
C 3.628 3.076 -2.291 0.0000
C 4.623 3.149 -3.280 0.0001
C 4.361 2.710 -4.568 0.0000
C 3.091 2.225 -4.867 0.0001
C 2.128 2.134 -3.868 0.0001
C 2.351 2.511 -2.528 0.0000
H 2.908 1.324 1.046 -0.0001
H 2.577 1.564 -0.639 -0.0001
H 3.590 3.196 2.401 0.0000
H 4.987 5.231 2.479 0.0000
H 5.684 6.319 0.345 0.0000
H 5.006 5.311 -1.798 0.0000
H 5.612 3.529 -3.036 0.0000
H 5.134 2.750 -5.329 0.0000
H 2.858 1.902 -5.878 0.0000
H 1.152 1.741 -4.164 0.0000
C -1.375 2.330 6.233 0.0000
C -2.190 2.952 5.090 0.0000
C -2.018 4.470 5.148 0.0000
C -3.676 2.624 5.288 0.0000
C -1.711 2.371 3.762 0.0000
C -1.176 3.143 2.741 0.0000
C -0.716 2.515 1.589 0.0000
N -0.766 1.206 1.407 0.0000
C -1.320 0.449 2.355 0.0000
C -1.789 0.997 3.541 0.0000
C -1.396 -1.017 2.052 0.0000
C -2.018 -1.920 2.905 0.0001
C -2.089 -3.271 2.575 0.0000
C -1.515 -3.656 1.373 0.0003
C -0.914 -2.690 0.574 -0.0001
N -0.851 -1.407 0.897 -0.0003
C -2.794 -4.243 3.517 0.0000
C -2.089 -4.230 4.881 0.0000
C -4.255 -3.807 3.693 0.0000
C -2.779 -5.674 2.979 0.0000
H -1.703 2.738 7.193 0.0000
H -0.313 2.547 6.111 0.0000
H -1.494 1.246 6.267 0.0000
H -2.367 4.838 6.115 0.0000
H -2.596 4.969 4.369 0.0000
H -0.971 4.757 5.037 0.0000
H -4.028 3.036 6.237 0.0000
H -3.851 1.547 5.302 0.0000
H -4.276 3.051 4.482 0.0000
H -1.090 4.217 2.820 0.0000
H -0.257 3.090 0.789 0.0000
H -2.210 0.359 4.306 0.0000
H -2.465 -1.572 3.826 0.0000
H -1.538 -4.677 1.022 0.0000
H -0.494 -2.963 -0.390 -0.0002
H -2.105 -3.236 5.330 0.0000
H -1.046 -4.535 4.778 0.0000
H -2.585 -4.920 5.567 0.0000
H -4.326 -2.806 4.120 0.0000
H -4.775 -4.498 4.361 0.0000
H -4.772 -3.799 2.732 0.0000
H -1.759 -6.043 2.852 0.0000
H -3.291 -5.744 2.018 0.0000
H -3.291 -6.333 3.684 0.0000
F -1.536 2.155 -2.628 0.0002
As -2.660 2.905 -3.761 0.0000
F -3.014 4.125 -2.564 0.0000
F -3.943 1.934 -3.094 0.0000
F -3.783 3.661 -4.861 0.0000
F -2.314 1.674 -4.917 0.0000
F -1.379 3.885 -4.379 0.0000
Cl 4.153 -1.560 -0.028 0.1831
C 2.609 -2.242 -0.246 0.7113
H 1.769 -1.743 0.205 0.0385
H 2.561 -3.208 -0.718 0.0338
```

Energy above the lowest of the compared OMol25 structures with the same formula, charge and spin in eV: 4.172
Spin multiplicity: 2
Orbital gap (alpha / beta) in eV: 4.3348 / 4.3294
HOMO (alpha / beta) in eV: -1.27 / -1.27
Total charge: -2

=====

DFT (ωB97M-V with the def2-TZVPD basis set) results for a structure of composition C43H46AuN5O2.

The geometry in XYZ format:
```
97
Properties=species:S:1:pos:R:3:mulliken_charge:R:1
Au 0.039 -0.333 -1.517 1.2259
C -3.116 -2.245 -1.471 -1.0046
C -3.184 -2.288 0.059 0.3391
C -3.321 -0.879 0.642 -1.1921
C -2.045 -3.130 0.610 0.8897
C -2.323 -4.464 0.906 -0.6940
C -1.358 -5.316 1.414 -1.3746
C -0.070 -4.826 1.606 -0.5209
C 0.255 -3.513 1.300 0.4647
C 1.691 -3.031 1.376 2.8721
C 2.539 -3.759 2.417 -2.1016
C 2.334 -3.127 -0.009 -1.3969
C -0.742 -2.629 0.808 -1.5290
N -0.435 -1.313 0.513 0.5974
C -0.039 -0.481 1.512 -0.4229
C 0.539 0.750 1.274 -0.6106
N 0.755 1.229 0.009 0.0044
C 1.695 2.201 -0.218 -0.9502
C 1.366 3.306 -1.045 0.5209
C 2.282 4.328 -1.245 0.3483
C 3.542 4.305 -0.662 -1.7255
C 3.895 3.194 0.093 0.0109
C 3.019 2.137 0.299 0.1588
C 3.537 0.857 0.931 2.1976
C 4.342 1.088 2.208 -1.7493
C 4.357 0.080 -0.104 -1.6384
C 0.006 3.362 -1.708 2.1810
C -0.798 4.584 -1.265 -1.7146
C 0.121 3.290 -3.230 -1.5820
C 0.708 1.448 2.556 0.7933
C 1.164 2.679 2.953 0.2291
C 1.162 2.997 4.348 -0.8823
C 0.716 2.133 5.310 -0.9730
C 0.218 0.849 4.916 1.2713
C -0.326 -0.162 5.769 -0.9396
C -0.801 -1.319 5.216 -1.0876
C -0.779 -1.574 3.807 0.5242
C -0.250 -0.624 2.974 0.4869
C 0.238 0.569 3.572 -1.2133
H -3.929 -1.643 -1.890 0.3165
H -3.177 -3.251 -1.891 0.4103
H -2.167 -1.804 -1.787 -0.1279
H -4.099 -2.826 0.337 0.5539
H -2.548 -0.215 0.260 -0.3326
H -3.229 -0.884 1.731 0.4418
H -4.308 -0.481 0.380 0.4677
H -3.336 -4.828 0.751 0.3240
H -1.598 -6.347 1.651 0.3319
H 0.696 -5.490 1.987 0.2497
H 1.678 -1.975 1.655 -0.8976
H 2.744 -4.794 2.125 0.3881
H 2.054 -3.770 3.396 0.4376
H 3.503 -3.255 2.519 0.3947
H 2.364 -4.171 -0.338 0.2972
H 3.358 -2.746 0.010 0.3239
H 1.778 -2.549 -0.749 0.1995
H 1.999 5.171 -1.870 0.2829
H 4.244 5.116 -0.821 0.3368
H 4.900 3.129 0.502 0.2499
H 2.684 0.233 1.192 -1.0964
H 5.286 1.604 2.002 0.3465
H 4.589 0.130 2.674 0.3712
H 3.777 1.682 2.930 0.3457
H 5.212 0.674 -0.441 0.3201
H 3.750 -0.171 -0.976 0.3249
H 4.736 -0.853 0.323 0.4466
H -0.521 2.467 -1.373 -1.2292
H -0.313 5.516 -1.575 0.3268
H -0.902 4.607 -0.178 0.3760
H -1.800 4.572 -1.708 0.4545
H 0.700 4.132 -3.622 0.3603
H -0.868 3.309 -3.699 0.3781
H 0.613 2.363 -3.530 0.2738
H 1.537 3.402 2.238 0.5612
H 1.535 3.971 4.650 0.3696
H 0.732 2.416 6.357 0.3548
H -0.364 -0.008 6.842 0.3446
H -1.214 -2.082 5.867 0.4070
H -1.177 -2.507 3.428 0.4601
N -4.284 1.502 -2.732 -0.0331
C -3.075 1.476 -2.080 -0.9171
N -2.155 0.835 -2.721 0.6553
C -2.772 0.378 -3.880 0.0283
C -2.240 -0.392 -4.912 -0.5732
C -3.090 -0.726 -5.949 -0.7454
C -4.434 -0.311 -5.966 -0.3220
C -4.973 0.449 -4.944 -1.2480
C -4.112 0.782 -3.902 0.6246
H -5.142 1.872 -2.367 0.2161
H -2.938 1.947 -1.117 0.5494
H -1.202 -0.710 -4.867 0.5896
H -2.715 -1.329 -6.766 0.4206
H -5.066 -0.599 -6.798 0.3568
H -6.010 0.759 -4.956 0.3836
O 2.006 -1.767 -4.935 -0.5302
N 1.765 -1.420 -3.782 0.0243
O 0.583 -0.961 -3.605 -0.4367
```

Energy above the lowest of the compared OMol25 structures with the same formula, charge and spin in eV: 0.108
Orbital gap in eV: 4.0672
HOMO in eV: 0.10
Total charge: -2

=====

What are the calculated total energy values for these records? In order: -5200.562715; -2226.104131 Ha.
What are the strongest force on any atom values for these records? In order: 1.61; 0.70 eV/Å.